Record 1
{
  "formula": "C26H24FN3O2S",
  "method": "ωB97M-V with the def2-TZVPD basis set",
  "smiles": "CN(C)CCCN(C(=O)c1ccc(C(=O)c2ccccc2)cc1)c1nc2ccc(F)cc2s1",
  "e_tot_ev": -49470.1809,
  "fmax_ev_per_a": 1.4,
  "homo_energy_ev": -8.53,
  "e_above_lowest_kcal_mol": 5.6,
  "species": ["C", "N", "C", "C", "C", "C", "N", "C", "O", "C", "C", "C", "C", "C", "O", "C", "C", "C", "C", "C", "C", "C", "C", "C", "N", "C", "C", "C", "C", "F", "C", "C", "S", "H", "H", "H", "H", "H", "H", "H", "H", "H", "H", "H", "H", "H", "H", "H", "H", "H", "H", "H", "H", "H", "H", "H", "H"],
  "coordinates": [[-3.6950, -1.0504, -2.1216], [-4.9108, -0.3395, -1.7787], [-5.2393, 0.6336, -2.7992], [-4.8346, 0.2716, -0.4626], [-4.9553, -0.7721, 0.6586], [-3.8690, -0.6548, 1.7301], [-2.5332, -0.8224, 1.1762], [-2.0826, -2.1192, 0.9517], [-2.8144, -3.0657, 1.1129], [-0.6450, -2.2225, 0.5832], [-0.2666, -2.8219, -0.6111], [1.0693, -2.8731, -0.9593], [2.0374, -2.3249, -0.1230], [3.4598, -2.3359, -0.5611], [3.9350, -3.2725, -1.1691], [4.2565, -1.1253, -0.2354], [5.6406, -1.2468, -0.1211], [6.4184, -0.1388, 0.1542], [5.8246, 1.1055, 0.2980], [4.4516, 1.2385, 0.1634], [3.6670, 0.1305, -0.0979], [1.6595, -1.7928, 1.1084], [0.3270, -1.7478, 1.4610], [-1.8127, 0.2625, 0.7786], [-0.9754, 0.2683, -0.1891], [-0.3179, 1.4537, -0.3092], [0.6531, 1.7474, -1.2612], [1.2444, 2.9932, -1.2538], [0.8559, 3.9346, -0.3065], [1.4547, 5.1423, -0.3174], [-0.1135, 3.6891, 0.6471], [-0.6936, 2.4342, 0.6373], [-1.9202, 1.8007, 1.6926], [-2.8135, -0.3902, -2.1572], [-3.5048, -1.8362, -1.3943], [-3.8233, -1.5154, -3.0976], [-4.4756, 1.4217, -2.9001], [-6.1937, 1.1003, -2.5597], [-5.3361, 0.1230, -3.7559], [-3.8947, 0.8439, -0.3531], [-5.6552, 0.9875, -0.3815], [-5.9207, -0.6771, 1.1554], [-4.9128, -1.7704, 0.2254], [-4.0141, -1.4436, 2.4724], [-3.9157, 0.3183, 2.2243], [-1.0225, -3.2216, -1.2692], [1.3801, -3.3181, -1.8927], [6.0852, -2.2229, -0.2463], [7.4888, -0.2415, 0.2519], [6.4321, 1.9732, 0.5085], [3.9889, 2.2098, 0.2617], [2.5996, 0.2453, -0.2166], [2.4115, -1.4214, 1.7890], [0.0340, -1.3310, 2.4145], [0.9258, 0.9983, -1.9866], [2.0052, 3.2530, -1.9722], [-0.3911, 4.4455, 1.3624]],
  "forces_ev_per_angstrom": [[0.0, 0.1, 0.0], [-0.2, 0.0, 0.0], [0.0, -0.1, 0.0], [0.0, -0.1, 0.0], [0.2, 0.2, 0.1], [-0.5, -0.2, 0.0], [-0.4, -0.5, 0.3], [0.1, 0.2, 0.0], [-0.1, -0.1, -0.1], [0.5, -0.6, 0.0], [-0.1, 0.0, 0.2], [0.1, 0.1, 0.0], [-0.4, -0.2, 0.0], [0.0, -0.1, 0.0], [-0.1, 0.1, 0.1], [0.4, 0.2, 0.0], [-0.1, -0.1, 0.0], [0.1, 0.0, 0.0], [0.0, 0.0, 0.0], [0.0, 0.1, 0.0], [0.0, -0.2, -0.1], [0.0, -0.1, -0.1], [-0.2, -0.2, 0.0], [0.6, 1.3, 0.0], [-0.6, -0.6, -0.3], [0.1, 0.9, 0.5], [-0.2, 0.0, 0.1], [0.0, 0.2, 0.1], [-0.1, -0.1, 0.1], [0.0, 0.0, 0.0], [0.2, 0.2, -0.1], [0.1, -0.3, -0.3], [0.2, -0.4, -0.3], [0.0, 0.0, 0.0], [0.1, -0.1, 0.0], [0.1, -0.1, 0.0], [0.0, 0.0, 0.0], [0.0, 0.1, 0.0], [0.0, 0.0, -0.1], [-0.1, 0.1, -0.1], [0.1, 0.0, 0.0], [-0.1, -0.1, 0.0], [0.0, 0.0, 0.1], [0.0, 0.2, 0.0], [0.0, -0.1, 0.0], [-0.1, 0.0, -0.1], [0.0, 0.0, -0.1], [0.0, -0.1, 0.0], [0.1, 0.0, 0.0], [0.0, 0.1, 0.0], [0.0, 0.1, 0.0], [0.0, 0.0, 0.0], [0.0, 0.1, 0.0], [0.0, 0.1, 0.1], [0.1, -0.1, -0.1], [0.1, 0.1, -0.1], [0.0, 0.1, 0.1]],
  "nbo_charge": [-0.42, -0.43, -0.41, -0.22, -0.42, -0.21, -0.50, 0.70, -0.56, -0.10, -0.17, -0.16, -0.16, 0.54, -0.53, -0.09, -0.17, -0.22, -0.19, -0.21, -0.22, -0.13, -0.21, 0.33, -0.50, 0.16, -0.20, -0.29, 0.39, -0.32, -0.28, -0.23, 0.34, 0.17, 0.20, 0.20, 0.16, 0.20, 0.20, 0.16, 0.20, 0.22, 0.24, 0.23, 0.20, 0.22, 0.23, 0.23, 0.22, 0.22, 0.22, 0.23, 0.22, 0.22, 0.23, 0.24, 0.24]
}

Record 2
{
  "formula": "C26H24N2O2S",
  "method": "ωB97M-V with the def2-TZVPD basis set",
  "smiles": "Cc1ccc(-c2csc(N(CCc3ccccc3)C(=O)COc3ccccc3)n2)cc1",
  "e_tot_ev": -45262.7231,
  "fmax_ev_per_a": 1.3,
  "homo_energy_ev": -8.01,
  "e_above_lowest_kcal_mol": 0.0,
  "species": ["C", "C", "C", "C", "C", "C", "C", "S", "C", "N", "C", "C", "C", "C", "C", "C", "C", "C", "C", "O", "C", "O", "C", "C", "C", "C", "C", "C", "N", "C", "C", "H", "H", "H", "H", "H", "H", "H", "H", "H", "H", "H", "H", "H", "H", "H", "H", "H", "H", "H", "H", "H", "H", "H", "H"],
  "coordinates": [[-5.1750, -2.4473, -0.4328], [-3.9200, -1.7812, 0.0418], [-2.7209, -1.9271, -0.6435], [-1.5745, -1.2924, -0.2093], [-1.5986, -0.4929, 0.9308], [-0.3872, 0.2013, 1.3395], [-0.1140, 0.7449, 2.5617], [1.4263, 1.5096, 2.5729], [1.6061, 1.0250, 0.8845], [2.7428, 1.3526, 0.1870], [4.0158, 1.2499, 0.8891], [4.2313, -0.1576, 1.4732], [3.6443, -1.2077, 0.5678], [4.1276, -1.3756, -0.7242], [3.5347, -2.2845, -1.5813], [2.4523, -3.0377, -1.1581], [1.9733, -2.8871, 0.1313], [2.5678, -1.9772, 0.9874], [2.7523, 1.6536, -1.1507], [3.7828, 1.7726, -1.7726], [1.3884, 1.8524, -1.7993], [0.6107, 2.7210, -1.0067], [-0.7348, 2.5047, -0.8998], [-1.4898, 1.7322, -1.7727], [-2.8475, 1.5728, -1.5516], [-3.4656, 2.1821, -0.4767], [-2.7171, 2.9723, 0.3811], [-1.3634, 3.1352, 0.1737], [0.6129, 0.3601, 0.4267], [-2.7975, -0.3486, 1.6253], [-3.9382, -0.9858, 1.1832], [-4.9711, -3.1193, -1.2625], [-5.6353, -3.0158, 0.3738], [-5.8952, -1.6990, -0.7634], [-2.6856, -2.5440, -1.5305], [-0.6431, -1.4092, -0.7420], [-0.7077, 0.7334, 3.4520], [4.0512, 2.0019, 1.6840], [4.7798, 1.4818, 0.1452], [3.7642, -0.2275, 2.4574], [5.3043, -0.3159, 1.5982], [4.9630, -0.7830, -1.0657], [3.9157, -2.4003, -2.5853], [1.9848, -3.7415, -1.8312], [1.1301, -3.4708, 0.4707], [2.1846, -1.8619, 1.9924], [1.5514, 2.2803, -2.7963], [0.9230, 0.8648, -1.8909], [-1.0348, 1.2567, -2.6276], [-3.4232, 0.9626, -2.2315], [-4.5228, 2.0463, -0.3084], [-3.1900, 3.4596, 1.2209], [-0.7648, 3.7429, 0.8350], [-2.8396, 0.2797, 2.5018], [-4.8645, -0.8617, 1.7262]],
  "forces_ev_per_angstrom": [[0.0, 0.0, 0.0], [0.0, 0.0, 0.0], [-0.1, 0.0, 0.0], [0.1, 0.1, 0.2], [-0.4, -0.3, -0.2], [0.3, 0.5, 0.9], [0.1, -0.1, -0.2], [-0.2, -0.2, -0.7], [-0.4, 0.1, 1.2], [0.5, 0.2, 0.1], [0.3, -0.1, 0.1], [0.0, 0.0, 0.0], [0.1, -0.1, 0.1], [0.0, 0.0, 0.0], [0.0, 0.0, -0.1], [-0.1, -0.1, 0.0], [0.0, -0.1, 0.0], [0.1, -0.1, 0.0], [-0.4, 0.2, -0.3], [0.1, 0.0, -0.2], [0.0, -0.2, -0.5], [-0.1, 0.2, 0.0], [-0.3, 0.1, 0.1], [0.4, 0.1, -0.1], [-0.2, 0.1, 0.0], [-0.2, 0.0, -0.1], [0.0, 0.0, 0.0], [0.2, 0.0, -0.1], [0.3, -0.2, -0.5], [0.2, -0.1, -0.1], [0.0, -0.1, 0.0], [0.0, -0.1, -0.1], [-0.1, -0.1, 0.0], [-0.1, 0.0, -0.1], [0.0, -0.1, -0.1], [0.1, 0.0, -0.1], [-0.2, -0.1, 0.2], [0.1, 0.0, -0.1], [-0.1, 0.0, 0.2], [0.1, 0.0, 0.0], [0.0, 0.0, 0.1], [0.1, 0.1, -0.1], [0.0, 0.0, -0.1], [0.0, -0.1, -0.1], [-0.1, -0.1, 0.0], [0.0, 0.1, 0.1], [0.0, -0.1, 0.2], [0.0, 0.2, 0.0], [0.1, -0.1, -0.1], [0.0, -0.1, -0.1], [-0.1, 0.0, 0.0], [0.0, 0.1, 0.1], [0.1, 0.0, 0.1], [0.0, 0.1, 0.1], [-0.1, 0.0, 0.1]],
  "nbo_charge": [-0.63, -0.03, -0.17, -0.19, -0.09, 0.13, -0.44, 0.37, 0.31, -0.50, -0.22, -0.43, -0.04, -0.17, -0.22, -0.22, -0.20, -0.22, 0.70, -0.59, -0.17, -0.51, 0.30, -0.30, -0.17, -0.24, -0.21, -0.22, -0.49, -0.16, -0.22, 0.21, 0.22, 0.22, 0.20, 0.23, 0.24, 0.20, 0.25, 0.21, 0.23, 0.21, 0.21, 0.21, 0.21, 0.21, 0.21, 0.23, 0.22, 0.21, 0.21, 0.21, 0.22, 0.21, 0.21]
}

Record 3
{
  "formula": "C26H24N5O11P",
  "method": "ωB97M-V with the def2-TZVPD basis set",
  "smiles": "O=[N+]([O-])c1ccccc1.O=[N+]([O-])c1ccccc1.O=[N+]([O-])c1ccccc1.O=[N+]([O-])c1ccccc1.N#COPCOO",
  "e_tot_ev": -66597.9159,
  "fmax_ev_per_a": 1.3,
  "homo_energy_ev": -9.28,
  "species": ["O", "N", "O", "C", "C", "C", "C", "C", "C", "H", "H", "H", "H", "H", "O", "N", "O", "C", "C", "C", "C", "C", "C", "H", "H", "H", "H", "H", "O", "N", "O", "C", "C", "C", "C", "C", "C", "H", "H", "H", "H", "H", "O", "N", "O", "C", "C", "C", "C", "C", "C", "H", "H", "H", "H", "H", "N", "C", "O", "P", "C", "O", "O", "H", "H", "H", "H"],
  "coordinates": [[2.7150, 2.0181, -3.0883], [3.7136, 1.7408, -3.7256], [4.2262, 2.4562, -4.5628], [4.3406, 0.4368, -3.4552], [3.7523, -0.4059, -2.5300], [4.3317, -1.6411, -2.2899], [5.4841, -2.0127, -2.9699], [6.0640, -1.1483, -3.8895], [5.4907, 0.0882, -4.1385], [2.8555, -0.1083, -2.0058], [3.8815, -2.3145, -1.5738], [5.9312, -2.9802, -2.7834], [6.9627, -1.4387, -4.4160], [5.9331, 0.7654, -4.8536], [-7.6686, -3.8009, 1.1604], [-6.7197, -4.5306, 1.3745], [-6.7937, -5.7372, 1.5023], [-5.3891, -3.9105, 1.4805], [-5.2775, -2.5364, 1.3696], [-4.0227, -1.9559, 1.4836], [-2.9063, -2.7504, 1.7035], [-3.0380, -4.1309, 1.8053], [-4.2866, -4.7198, 1.6949], [-6.1511, -1.9255, 1.1979], [-3.9112, -0.8832, 1.4044], [-1.9315, -2.2911, 1.7942], [-2.1660, -4.7481, 1.9697], [-4.3977, -5.7911, 1.7730], [3.6974, 3.8444, 4.1229], [2.6508, 4.3605, 4.4961], [1.7218, 3.7430, 4.9660], [2.5163, 5.8145, 4.3539], [3.5530, 6.5318, 3.7852], [3.4102, 7.9014, 3.6356], [2.2449, 8.5298, 4.0553], [1.2189, 7.7914, 4.6309], [1.3502, 6.4211, 4.7832], [4.4554, 6.0349, 3.4619], [4.2080, 8.4783, 3.1889], [2.1354, 9.5991, 3.9324], [0.3136, 8.2830, 4.9588], [0.5564, 5.8386, 5.2264], [-0.1876, -4.5732, -2.4860], [-1.2535, -4.3420, -1.9511], [-1.3961, -4.0111, -0.7911], [-2.4793, -4.4721, -2.7559], [-2.3836, -4.8802, -4.0730], [-3.5471, -5.0179, -4.8126], [-4.7790, -4.7453, -4.2314], [-4.8526, -4.3286, -2.9086], [-3.6955, -4.1896, -2.1597], [-1.4217, -5.0902, -4.5164], [-3.4926, -5.3411, -5.8430], [-5.6854, -4.8591, -4.8115], [-5.8123, -4.1144, -2.4581], [-3.7436, -3.8682, -1.1283], [-1.6312, 0.5608, 1.4489], [-0.6556, 0.5613, 0.8301], [0.5174, 0.6615, 0.2946], [0.7632, 2.0903, -0.6428], [1.4555, 3.3018, 0.5979], [1.2721, 2.9559, 1.9484], [2.3424, 2.0665, 2.2858], [-0.5583, 2.5743, -0.7926], [1.0009, 4.2815, 0.4401], [2.5153, 3.4039, 0.3672], [2.6535, 2.4597, 3.1205]],
  "forces_ev_per_angstrom": [[0.2, 0.1, -0.2], [0.0, 0.0, 0.0], [0.0, 0.0, 0.1], [0.0, -0.1, 0.0], [-0.1, -0.1, 0.1], [0.1, 0.0, 0.0], [0.0, 0.0, 0.0], [-0.1, 0.0, 0.1], [0.2, 0.0, -0.1], [0.0, 0.1, -0.1], [0.0, 0.0, 0.0], [0.0, 0.0, 0.0], [0.0, 0.0, 0.0], [-0.1, 0.1, 0.0], [0.0, 0.0, 0.0], [-0.1, 0.0, 0.0], [0.0, 0.0, 0.0], [0.1, 0.1, 0.0], [0.0, 0.2, 0.0], [0.0, 0.0, 0.0], [0.0, -0.1, 0.0], [-0.1, 0.2, 0.0], [0.1, -0.2, 0.0], [-0.1, -0.1, 0.0], [0.0, 0.0, 0.0], [0.0, 0.0, 0.0], [0.0, 0.0, 0.0], [-0.1, 0.0, 0.0], [-0.2, 0.1, 0.0], [0.1, 0.0, 0.1], [0.0, 0.0, 0.0], [0.0, 0.1, 0.0], [0.2, 0.0, -0.1], [-0.1, 0.0, 0.0], [0.0, 0.0, 0.0], [0.1, 0.0, -0.1], [-0.2, 0.0, 0.1], [0.0, -0.1, 0.0], [0.0, 0.0, 0.0], [0.0, 0.0, 0.0], [0.0, 0.0, 0.0], [0.1, -0.1, 0.0], [0.0, 0.0, 0.0], [-0.1, 0.0, 0.0], [0.2, 0.0, 0.0], [-0.1, 0.0, -0.1], [0.1, -0.1, -0.2], [-0.1, 0.0, 0.1], [0.0, 0.0, 0.0], [0.0, 0.0, -0.1], [-0.1, 0.1, 0.1], [0.1, 0.0, 0.1], [0.0, 0.0, 0.0], [0.0, 0.0, 0.0], [0.0, 0.0, 0.0], [0.1, 0.0, 0.0], [-0.1, -0.3, -0.5], [0.4, 0.3, 1.0], [-0.9, 0.4, -0.3], [0.8, -0.2, -1.0], [-0.1, -0.1, 0.1], [-0.1, 0.3, 0.1], [0.0, -0.2, 0.0], [-0.1, -0.2, 0.6], [-0.2, 0.0, 0.0], [0.1, -0.1, 0.1], [0.1, -0.1, -0.1]],
  "nbo_charge": [-0.38, 0.52, -0.38, 0.08, -0.21, -0.20, -0.18, -0.21, -0.21, 0.25, 0.23, 0.22, 0.22, 0.25, -0.38, 0.52, -0.38, 0.07, -0.22, -0.21, -0.17, -0.20, -0.22, 0.25, 0.24, 0.23, 0.23, 0.25, -0.41, 0.52, -0.35, 0.08, -0.21, -0.21, -0.17, -0.21, -0.21, 0.25, 0.23, 0.22, 0.23, 0.25, -0.38, 0.52, -0.38, 0.08, -0.21, -0.21, -0.18, -0.20, -0.21, 0.25, 0.22, 0.22, 0.23, 0.25, -0.44, 0.56, -0.69, 0.85, -0.39, -0.29, -0.45, -0.06, 0.22, 0.22, 0.48]
}

Record 4
{
  "formula": "C26H25As2Cl2F3NO8STi",
  "method": "ωB97M-V with the def2-TZVPD basis set",
  "e_tot_ev": -234035.8978,
  "total_charge": 3,
  "fmax_ev_per_a": 0.3,
  "homo_energy_ev": -16.48,
  "e_above_lowest_kcal_mol": 0.0,
  "species": ["Ti", "Cl", "C", "C", "C", "C", "C", "Cl", "C", "S", "H", "H", "H", "C", "O", "C", "O", "C", "C", "As", "C", "C", "C", "As", "C", "C", "O", "O", "C", "C", "O", "O", "C", "C", "O", "O", "C", "H", "H", "H", "H", "H", "H", "H", "H", "H", "H", "H", "H", "H", "H", "H", "H", "H", "H", "F", "C", "F", "F", "C", "C", "C", "N", "C", "C", "H", "H", "H", "H"],
  "coordinates": [[-1.3688, 1.5805, 0.2557], [-2.7798, 2.7238, -1.4333], [-4.2520, 3.2699, -0.6215], [-5.1895, 3.9742, -1.3333], [-6.3445, 4.3477, -0.6492], [-6.5275, 4.0133, 0.6812], [-5.5560, 3.2958, 1.3697], [-5.7886, 2.8875, 3.0169], [-4.3862, 2.9110, 0.7126], [-3.1214, 2.0308, 1.5447], [-5.0417, 4.2286, -2.3734], [-7.1095, 4.9072, -1.1698], [-7.4288, 4.3064, 1.2016], [-1.5418, -0.1983, 4.1277], [-1.1841, 0.0382, 2.7322], [-1.4840, -0.9633, 1.8790], [-1.9240, -2.0297, 2.1787], [-1.2000, -0.4566, 0.5063], [-0.8253, -1.1841, -0.5488], [-0.6566, -3.1759, -0.5247], [-1.8803, -3.5937, -1.9846], [1.0682, -3.2916, -1.5007], [2.1972, -2.9021, -0.9126], [2.7074, -1.9699, 0.7301], [2.9566, -3.4686, 1.9237], [3.5614, -3.0346, -1.4616], [4.0966, -3.5483, -2.3630], [4.2790, -2.2772, -0.4377], [5.7489, -2.2949, -0.3357], [1.0638, -3.8185, -2.9250], [1.0330, -3.0083, -3.8086], [1.0066, -5.1147, -3.1364], [1.2053, -6.0517, -2.0593], [-0.5810, -0.2957, -1.7229], [-0.6027, 0.9639, -1.5565], [-0.3558, -0.8463, -2.8396], [-0.0968, -0.0586, -4.0515], [-1.2218, 0.6847, 4.6703], [-1.0280, -1.0841, 4.4894], [-2.6181, -0.3325, 4.2024], [-2.8851, -3.3177, -1.6683], [-1.8563, -4.6751, -2.1178], [-1.6170, -3.0973, -2.9146], [1.9566, -3.8446, 2.1628], [3.4367, -3.1358, 2.8414], [3.5215, -4.2761, 1.4601], [6.0190, -1.4642, 0.3071], [6.1341, -2.1576, -1.3412], [6.0554, -3.2496, 0.0809], [0.9514, -7.0222, -2.4706], [0.5477, -5.8364, -1.2146], [2.2488, -6.0476, -1.7493], [0.8568, 0.4475, -3.9323], [-0.9105, 0.6465, -4.1928], [-0.0497, -0.7971, -4.8417], [3.6254, 6.1870, 1.3159], [3.3805, 5.2543, 2.2288], [3.0940, 5.8349, 3.3879], [4.4753, 4.5020, 2.3814], [2.2359, 4.3519, 1.7847], [1.4596, 3.7010, 2.7334], [0.4683, 2.8494, 2.3011], [0.2360, 2.6355, 0.9895], [0.9914, 3.2788, 0.0710], [1.9977, 4.1450, 0.4325], [1.6169, 3.8619, 3.7911], [-0.1695, 2.3239, 2.9974], [0.7707, 3.0835, -0.9723], [2.5789, 4.6537, -0.3241]],
  "forces_ev_per_angstrom": [[0.2, 0.0, -0.2], [0.0, 0.0, -0.1], [0.0, 0.0, 0.0], [0.0, 0.0, 0.0], [0.0, 0.0, 0.0], [0.0, 0.0, 0.0], [0.0, 0.0, 0.0], [0.0, 0.0, 0.0], [0.0, 0.0, 0.0], [-0.1, 0.0, 0.1], [0.0, 0.0, 0.0], [0.0, 0.0, 0.0], [0.0, 0.0, 0.0], [0.0, 0.0, 0.0], [0.0, 0.0, 0.0], [-0.1, -0.1, 0.0], [0.0, 0.0, 0.0], [0.0, 0.0, 0.2], [0.1, 0.0, -0.1], [0.0, 0.1, 0.1], [0.0, 0.0, 0.0], [0.0, 0.0, 0.0], [-0.1, -0.1, 0.0], [0.1, 0.0, 0.0], [0.0, -0.1, -0.1], [0.0, 0.0, 0.0], [0.0, 0.0, 0.0], [0.0, 0.0, 0.0], [0.0, 0.0, 0.0], [0.0, 0.1, 0.1], [0.0, 0.0, 0.0], [0.0, 0.0, 0.0], [0.0, 0.0, 0.0], [0.0, 0.1, 0.1], [-0.2, -0.1, 0.1], [0.0, 0.0, 0.0], [0.0, 0.0, 0.0], [0.0, 0.0, 0.0], [0.0, 0.0, 0.0], [0.0, 0.0, 0.0], [0.0, 0.0, 0.0], [0.0, 0.0, 0.0], [0.0, 0.0, 0.0], [0.0, 0.0, 0.0], [0.0, 0.0, 0.0], [0.0, 0.0, 0.0], [0.0, 0.0, 0.0], [0.0, 0.0, 0.0], [0.0, 0.0, 0.0], [0.0, 0.0, 0.0], [0.0, 0.0, 0.0], [0.0, 0.0, 0.0], [0.0, 0.0, 0.0], [0.0, 0.0, 0.0], [0.0, 0.0, 0.0], [0.0, 0.0, 0.0], [0.0, 0.0, 0.0], [0.0, 0.0, 0.0], [0.0, 0.0, 0.0], [0.0, 0.0, 0.0], [0.0, 0.0, 0.0], [0.0, 0.0, 0.1], [0.0, 0.1, 0.0], [0.0, 0.0, 0.0], [0.0, 0.0, 0.0], [0.0, 0.0, 0.0], [0.0, 0.0, 0.0], [0.0, 0.0, 0.0], [0.0, 0.0, 0.0]],
  "nbo_charge": [1.40, 0.16, 0.08, -0.25, -0.13, -0.19, 0.00, 0.11, -0.30, 0.12, 0.26, 0.26, 0.27, -0.27, -0.53, 0.74, -0.49, -0.40, -0.36, 0.98, -0.95, -0.31, -0.46, 1.24, -1.00, 0.76, -0.42, -0.61, -0.25, 0.76, -0.54, -0.46, -0.26, 0.82, -0.71, -0.40, -0.26, 0.21, 0.22, 0.22, 0.26, 0.27, 0.25, 0.27, 0.27, 0.26, 0.23, 0.25, 0.23, 0.25, 0.17, 0.20, 0.22, 0.21, 0.26, -0.29, 0.96, -0.29, -0.30, -0.01, -0.20, 0.09, -0.58, 0.04, -0.15, 0.28, 0.24, 0.24, 0.27]
}